Record 1
This record from the Open Molecules 2025 dataset describes the molecule C18H20N4O2S at a distorted geometry. The level of theory is ωB97M-V/def2-TZVPD.

Structure (XYZ):
```
45
Properties=species:S:1:pos:R:3:forces:R:3:mulliken_charge:R:1
H 1.972 1.122 1.997 -0.01 0.01 0.02 0.04
H 5.134 1.058 -0.433 0.02 0.00 -0.05 0.40
C -4.570 0.763 -0.640 0.45 0.19 0.14 -0.69
H 0.337 -4.010 -2.532 0.03 -0.04 -0.04 0.42
N -2.070 2.223 -1.541 -1.09 -0.53 -0.05 -0.53
H -6.452 -0.313 -0.300 -0.16 -0.07 -0.03 0.43
C -3.431 1.020 0.078 -0.76 -0.47 0.33 0.25
H 0.509 0.688 1.082 0.14 -0.04 0.09 0.41
H 1.506 -3.557 -0.369 0.11 -0.04 0.01 0.42
C -1.848 -1.935 -1.027 -0.21 -0.13 -0.39 0.11
C 3.757 -0.301 0.527 -0.36 -0.15 -0.18 -1.13
N -1.206 1.956 0.495 0.26 0.22 0.23 -0.49
H -1.875 -2.921 -2.933 -0.06 0.01 -0.07 0.41
C -2.267 1.734 -0.340 1.01 0.69 -0.72 0.36
N -1.224 -1.685 0.112 0.10 0.23 0.40 -0.08
H 0.657 -2.831 2.270 -0.08 0.12 -0.02 0.45
C 0.548 -3.114 -0.594 -0.12 0.03 0.01 -0.43
C 3.293 2.103 -0.043 0.18 -0.06 -0.29 -0.71
C -1.332 -2.758 -2.015 0.04 0.00 0.06 -0.79
H 1.871 -0.763 -0.409 0.05 0.07 0.14 0.18
H 1.031 3.412 1.111 -0.02 0.02 -0.14 0.34
C 1.589 0.813 1.009 -0.17 -0.54 -0.04 -0.66
O 1.991 -1.571 1.493 0.20 0.00 0.02 -0.51
C -5.496 -0.006 0.086 -0.14 -0.16 0.15 -0.37
H 1.371 3.726 -0.623 0.01 0.00 0.11 0.43
O -0.826 2.777 -1.494 0.75 0.27 0.26 -0.16
C -0.103 -3.360 -1.789 0.00 0.03 0.08 -0.42
H -2.804 -1.443 -1.153 -0.10 0.02 -0.07 0.20
H -5.550 -0.892 2.087 -0.12 -0.12 0.14 0.45
H -4.715 1.120 -1.643 -0.02 0.07 -0.20 0.48
C 1.029 2.979 0.096 0.12 -0.02 -0.09 -0.76
C 0.632 -1.938 1.636 -0.04 -0.04 0.23 -0.96
H 0.052 -1.162 2.151 0.02 -0.11 -0.08 0.36
C 2.246 -0.507 0.595 0.27 0.25 -0.06 0.52
C -0.050 -2.262 0.330 0.23 -0.12 -0.08 0.60
H 4.120 -0.070 1.530 0.03 -0.01 0.09 0.32
C 4.065 0.844 -0.432 0.01 0.12 0.23 -0.69
C -5.047 -0.320 1.334 0.31 0.14 0.11 -0.47
N 1.875 1.800 -0.014 -0.02 0.14 0.00 0.13
S -3.488 0.313 1.653 -0.40 0.08 -0.50 -0.01
C -0.359 2.581 -0.259 -0.52 -0.14 0.23 0.68
H 3.648 2.470 0.937 -0.01 0.03 -0.02 0.31
H 3.769 0.555 -1.442 0.05 0.04 -0.07 0.33
H 3.469 2.885 -0.786 0.00 0.02 0.07 0.45
H 4.241 -1.222 0.199 0.03 -0.04 0.03 0.35
```
Forces are in eV/Å.

orbital gap	9.24	eV
SMILES	c1ccc(CO[C@@H]2CCCN(Cc3nc(-c4cccs4)no3)C2)nc1


Record 2
This record from the Open Molecules 2025 dataset describes a 14-piece molecular cluster, C15H58N16O14 overall at a distorted geometry. The level of theory is ωB97M-V/def2-TZVPD.

Structure (XYZ):
```
103
Properties=species:S:1:pos:R:3:forces:R:3:mulliken_charge:R:1
C 1.495 1.564 2.974 7.53 4.58 0.82 0.54
C 0.045 -0.208 -0.004 0.30 1.09 0.05 1.44
O -0.960 -1.028 0.546 0.31 -0.53 1.75 1.18
H -1.057 -3.599 -2.760 0.08 0.47 -0.01 0.43
H -0.402 3.586 -5.124 1.24 0.16 1.27 0.28
H -2.938 2.648 4.042 -1.65 -0.35 -0.86 0.32
O 1.812 -3.570 3.328 -2.87 2.74 -3.31 -0.83
O -4.481 -3.163 3.086 0.23 -0.99 -1.39 -0.56
H 1.107 3.268 -0.173 -1.62 1.86 -0.75 -0.40
N 0.227 -1.944 2.851 -0.08 0.11 3.59 -0.16
H 0.065 2.926 2.943 0.21 0.53 -0.03 0.24
H -0.449 1.311 2.759 -0.17 0.10 0.13 0.03
H 3.087 3.123 1.642 -0.15 -0.60 1.02 0.44
H -4.094 0.363 1.019 0.33 0.28 0.23 0.22
C -2.917 -0.852 -2.403 0.61 -0.12 -0.97 -0.45
C -3.439 -2.355 2.595 -0.70 -0.36 -1.68 -0.22
C 1.834 -1.234 -3.043 2.91 6.11 3.07 0.22
H -0.028 0.926 0.214 0.01 -1.80 -0.13 -1.03
O 1.642 5.384 -1.494 -5.98 -3.04 0.15 -0.76
H -3.349 -1.884 -2.304 0.60 1.03 0.49 0.15
N 1.719 0.324 2.980 3.95 -5.40 -0.18 -0.10
C 3.002 2.059 -0.037 -0.95 0.67 0.10 -0.30
H -1.758 -0.847 0.065 -0.80 0.30 -0.35 -0.70
H -0.022 -4.698 -1.888 -0.44 0.68 0.16 0.33
H 0.741 -1.670 -4.677 0.28 0.16 0.05 0.15
H -3.536 -0.368 -3.215 0.97 -0.27 0.79 0.38
N 2.169 -2.461 -2.970 1.21 -4.14 1.44 -0.20
C -0.624 -3.755 -1.772 -0.48 -3.62 -0.21 -0.58
H -2.316 2.430 0.896 0.68 0.17 -0.78 -0.44
O -2.845 -4.743 -1.454 1.94 0.06 -0.68 -0.59
N 0.403 1.887 -2.691 0.13 -1.55 -0.08 0.37
H -1.600 -4.381 0.213 0.15 0.10 -1.03 0.37
H 0.239 -2.878 0.557 0.89 -0.70 1.50 -0.23
C 4.270 -1.249 1.853 0.14 1.34 -1.77 -0.27
N -2.209 3.125 0.137 -1.25 -3.86 -1.36 0.21
H -2.651 -2.264 3.310 0.82 0.04 0.28 0.23
H 2.468 -2.933 -0.024 0.75 0.37 -0.19 -0.33
N 0.240 3.696 -0.680 0.15 -4.17 4.53 0.04
H 1.317 -4.196 1.100 0.29 -0.48 -0.71 0.40
H -3.665 -4.537 -1.061 -1.43 0.26 0.79 0.32
O -3.029 5.211 -0.654 1.35 -4.76 5.99 -0.79
H 3.963 -2.100 -0.480 -1.32 -0.91 -0.31 0.05
N 4.891 -3.978 -1.532 5.42 -2.97 -3.22 -0.27
H -0.058 -2.084 3.822 0.29 0.60 -0.44 0.25
N 0.050 3.475 -4.188 -2.52 5.34 -1.00 -0.29
H 1.043 -0.585 0.246 -0.27 0.27 0.26 -0.11
O 4.368 -0.288 2.855 0.48 0.71 0.76 -0.52
N -0.615 5.228 -2.022 -2.90 4.48 -3.76 -0.41
H 1.660 -3.148 -3.521 0.60 0.14 0.37 0.22
H -5.160 1.615 1.622 1.80 -0.98 0.04 0.21
O 0.935 1.540 -5.045 -2.09 2.85 5.12 -0.85
C -3.376 1.444 2.568 7.62 -3.09 -0.20 -0.14
H 3.954 1.874 -0.484 1.06 0.25 -0.10 0.55
O -2.106 0.927 2.560 -6.21 2.04 0.22 -0.66
H -1.810 -0.868 -2.597 -1.17 -0.54 -0.91 0.07
H -3.852 -1.357 2.382 0.45 -0.13 -0.18 0.06
C 0.404 4.775 -1.375 9.56 4.54 0.29 0.46
H -4.672 2.882 3.492 2.22 -1.51 -0.37 0.25
H 2.755 1.160 0.529 -0.24 0.05 0.23 -0.23
H 2.791 0.129 3.004 -2.38 0.36 0.28 0.14
H -0.722 3.419 -0.227 2.90 0.94 -1.38 0.03
H -0.429 6.169 -2.586 -0.48 -2.77 2.03 0.29
H 5.005 -1.972 2.046 0.80 -1.44 -0.32 0.53
O 2.353 -0.291 -2.128 -2.71 -4.14 -3.80 -0.63
N -2.836 4.581 1.692 -2.08 2.91 1.58 -0.34
O 2.563 2.359 3.095 -3.51 -1.55 0.27 -0.98
H -0.243 4.148 -3.380 0.35 -1.60 -2.06 0.29
H -2.404 2.735 -0.829 0.31 1.02 1.69 0.21
N 3.307 -2.905 -0.620 -1.61 4.19 3.33 0.35
H 1.116 -0.480 2.809 -0.04 0.88 0.38 0.11
H -2.076 -2.906 -0.679 -0.87 -0.71 0.35 -0.66
N -4.206 1.152 1.651 -5.04 -0.94 -3.44 -0.15
H -4.710 -2.787 3.898 -0.87 0.55 2.06 0.32
C -1.823 -3.983 -0.814 0.63 1.58 0.25 0.67
N 0.304 1.965 2.857 -4.64 1.98 -0.56 0.17
H -3.089 3.889 2.407 0.55 0.19 -0.82 0.37
H 0.610 0.917 -2.487 0.95 0.41 0.08 -0.54
H 3.290 -1.671 1.798 -0.68 -0.54 0.43 -0.08
O 3.143 -5.238 -0.672 2.79 5.38 -0.86 -0.75
C 3.813 -4.058 -0.881 -5.07 -8.12 1.65 0.47
H -3.388 5.464 1.786 1.01 -0.86 0.15 0.32
H -0.408 -1.541 2.238 -1.69 0.50 -1.43 0.07
H 5.047 -0.516 3.509 -0.45 0.08 -0.39 0.31
C 0.519 2.316 -3.953 1.78 -5.91 -4.30 0.52
H 0.083 -3.016 -1.498 0.28 1.07 0.37 -0.16
O -2.939 -0.089 -1.188 -1.64 -3.61 1.51 -0.44
C 1.039 -2.920 2.471 2.85 -3.16 6.04 -0.05
H 5.262 -4.884 -1.929 -0.37 1.82 0.83 0.31
H -1.571 5.097 -1.655 0.26 0.28 -0.18 0.28
N 1.168 -0.940 -4.125 -2.06 1.23 -0.75 -0.16
H -0.091 -0.439 -1.021 0.60 0.70 -1.81 0.20
O 2.877 3.274 0.723 0.02 -0.41 -2.24 -0.67
H -2.832 0.779 -1.411 0.53 3.43 -1.02 0.20
H 5.427 -3.132 -1.579 0.14 -0.03 -0.31 0.18
H 4.399 -0.765 0.827 0.30 -0.32 1.22 0.08
H 0.925 0.033 -4.344 0.25 0.51 -0.74 0.36
N -3.708 2.420 3.350 -0.42 3.84 4.83 -0.63
H -3.114 -2.865 1.647 0.08 0.81 0.93 0.04
N 0.918 -3.290 1.250 -0.44 -0.80 -5.03 0.03
H 2.718 -2.690 -2.117 -0.87 -0.19 -1.02 0.30
H 2.327 2.139 -0.908 0.27 -0.24 0.36 0.30
C -2.728 4.300 0.418 -1.88 5.27 -6.43 0.56
H 0.377 2.556 -1.922 -0.13 -0.24 -0.23 0.24
```
Forces are in eV/Å.

orbital gap	7.06	eV


Record 3
This record from the Open Molecules 2025 dataset describes C26H20BrN2O2PPd as an isolated structure. The level of theory is ωB97M-V/def2-TZVPD.

Structure (XYZ):
```
53
Properties=species:S:1:pos:R:3:forces:R:3:mulliken_charge:R:1
C 0.012 -3.101 -0.641 0.03 0.04 -0.06 -0.80
C -2.276 -1.298 -1.465 0.01 -0.06 0.02 -0.99
C -1.156 -0.798 -0.573 -0.30 -0.09 0.00 0.06
C -2.193 -2.833 -1.551 0.04 0.02 0.03 -0.33
H 2.291 4.222 -1.920 0.00 0.00 0.00 0.41
N 2.886 -1.236 1.460 0.38 -0.23 0.09 -0.23
C -2.286 1.971 1.746 0.01 -0.02 0.02 -0.29
C 1.830 3.255 -2.073 0.00 0.00 0.00 -0.65
H -0.821 -4.510 -1.984 -0.02 0.00 0.00 0.45
C 1.061 2.691 -1.069 0.00 0.00 -0.01 -0.34
C 3.396 -0.858 2.649 0.03 0.00 -0.01 0.36
H 6.596 -1.872 2.322 0.00 0.00 0.00 0.41
H 1.568 0.804 -4.394 0.00 0.00 0.00 0.41
N -1.645 -1.621 0.586 -0.04 -0.05 -0.02 -0.74
H -4.806 -2.595 -0.484 0.00 -0.01 0.00 0.38
C 5.069 -1.987 0.824 0.02 0.00 0.02 -0.70
C -2.424 2.610 -0.576 0.00 0.02 0.01 -0.49
C -3.503 3.428 -0.285 0.02 0.00 -0.01 -0.65
C -1.814 1.875 0.440 -0.08 -0.04 0.10 0.34
H -2.971 -3.252 -2.177 0.00 0.01 0.00 0.52
C -3.975 3.517 1.019 0.00 0.00 0.01 -0.43
C -4.069 -2.387 0.292 0.00 -0.01 0.00 -1.50
O 1.328 0.209 3.169 0.06 0.04 -0.22 -0.62
C 2.014 2.576 -3.272 0.00 0.01 0.01 -0.44
H 5.035 -0.750 3.974 0.00 0.00 0.00 0.49
C 0.462 1.446 -1.257 0.08 0.09 0.08 0.39
H 0.933 -3.634 -0.464 0.05 0.02 0.01 0.63
C 3.734 -1.729 0.566 0.01 0.04 -0.01 0.35
H -4.025 -3.245 0.966 0.00 0.00 0.00 0.33
O 2.981 0.246 4.679 -0.01 0.06 -0.01 -0.70
C 2.498 -0.066 3.605 -0.05 -0.13 0.21 0.51
C 5.559 -1.680 2.081 0.01 -0.01 -0.03 -0.22
H -3.975 4.000 -1.073 0.00 0.00 0.00 0.41
H -2.841 -0.707 -2.169 0.01 -0.02 -0.02 0.41
C 0.650 0.769 -2.459 0.00 -0.01 0.00 -0.44
C -0.936 -3.574 -1.453 0.03 0.01 0.00 -0.79
P -0.483 0.703 0.098 0.11 -0.20 -0.10 1.44
H 5.696 -2.398 0.049 0.00 0.00 0.00 0.42
H -4.399 -1.519 0.863 0.00 0.00 0.00 0.31
C -3.369 2.791 2.034 0.01 0.01 -0.01 -0.61
C -0.261 -1.839 0.041 -0.19 0.12 0.20 1.49
H -1.801 1.405 2.532 0.01 -0.01 0.00 0.39
Br 3.143 -1.975 -1.214 -0.12 0.00 0.05 -0.09
C 1.425 1.335 -3.462 -0.01 -0.02 0.00 -0.81
H -4.817 4.159 1.244 0.00 0.00 0.00 0.38
C -2.733 -2.139 -0.317 0.03 0.01 -0.08 0.62
H -3.733 2.867 3.050 0.00 0.00 0.00 0.41
C 4.715 -1.079 2.996 -0.01 0.01 0.04 -0.72
Pd 0.730 -0.778 1.438 -0.12 0.40 -0.28 -0.40
H 0.200 -0.204 -2.610 0.01 0.00 -0.01 0.44
H -2.048 2.547 -1.591 0.00 0.00 0.00 0.39
H 0.926 3.221 -0.133 0.00 0.00 0.00 0.42
H 2.617 3.016 -4.056 0.00 0.00 0.00 0.39
```
Forces are in eV/Å.

orbital gap	8.08	eV


Record 4
This record from the Open Molecules 2025 dataset describes C38H43Br2ClN10O2PrS as an isolated structure at a distorted geometry. The level of theory is ωB97M-V/def2-TZVPD.

Structure (XYZ):
```
98
Properties=species:S:1:pos:R:3:forces:R:3:mulliken_charge:R:1
C 0.512 -3.209 -0.578 -1.73 -0.79 0.28 -0.19
H 5.114 -0.683 2.936 -0.70 0.01 0.42 0.48
C -2.939 4.747 0.959 -0.61 -0.20 -0.04 -0.04
C 3.751 2.143 2.391 -0.79 0.19 -0.65 -0.03
H 0.495 -5.177 0.389 -0.04 0.27 -0.86 0.50
H -1.536 6.329 0.527 -0.08 -1.00 0.13 0.45
H -1.712 -5.786 -0.789 0.17 -0.15 0.33 0.49
H 1.478 2.746 -1.354 0.04 0.08 0.07 0.07
C -3.262 -0.973 -5.968 0.53 -0.69 -0.19 -0.40
H 3.787 -1.547 3.808 0.39 1.01 -0.29 0.38
C 3.149 -0.341 2.091 0.61 -0.80 0.08 -0.23
H -0.565 -2.701 -6.393 0.24 -0.23 -0.07 0.50
C -1.155 -3.058 4.207 -0.52 1.25 0.78 -0.91
C -1.603 -2.250 5.270 -0.02 0.34 -0.69 -0.41
H -3.178 1.400 -1.691 -0.48 -0.14 0.23 0.25
C 2.031 1.998 -3.315 -0.42 -0.51 0.37 -0.88
H -2.559 1.342 -3.373 -0.14 -0.11 0.29 0.40
N -0.257 -2.284 -1.186 0.25 0.01 -1.67 0.33
C -3.868 -1.727 -4.952 0.00 0.33 0.79 -0.41
C 1.779 1.885 -1.931 -0.41 -1.36 -0.95 -0.08
H -1.718 -1.963 -2.664 -0.30 0.31 0.27 0.40
H -1.939 0.675 3.505 0.26 -0.13 0.23 0.49
H 3.415 -1.136 1.367 -0.27 0.16 0.41 0.46
O -1.341 0.500 -1.899 -0.14 0.20 0.46 0.23
H 2.313 -1.312 -1.474 -0.36 0.62 -0.40 0.28
H 1.437 0.156 3.101 -0.24 0.14 0.28 0.17
N 2.367 2.647 2.882 0.09 0.00 -0.77 0.40
C 4.099 0.604 4.377 1.88 -1.48 0.14 0.24
C -1.856 -3.933 -1.816 -0.24 -0.92 -0.46 0.95
H 2.428 3.658 3.037 -0.31 -0.23 -0.09 0.53
H 5.612 1.666 3.308 0.02 0.25 0.18 0.49
H 3.797 -0.294 -6.820 0.15 -0.17 0.07 0.26
O 0.224 2.076 1.162 -0.63 -0.24 -0.94 0.11
H -5.659 0.954 1.611 0.98 0.09 -0.15 0.41
C -3.109 -4.356 -2.475 -0.25 0.86 -1.36 -0.77
C 4.079 -0.561 3.339 -0.25 -0.51 -0.17 -1.50
N 1.681 -0.518 2.389 0.16 -0.28 -0.66 0.26
H 2.396 -1.398 -3.805 0.28 0.76 -0.19 0.49
H -3.465 -5.244 -1.993 -0.95 -0.16 0.12 0.40
N 3.401 -0.284 -5.891 -0.09 0.14 0.01 -0.32
C -4.496 2.745 1.356 -0.14 0.14 -0.17 -0.63
H 4.247 2.954 1.841 -0.56 0.04 0.09 0.50
C -1.070 -2.474 2.959 1.09 0.27 -0.18 -0.15
N -2.138 -1.404 -6.540 0.27 0.50 0.78 -0.54
H -0.861 -4.067 4.403 -0.20 -0.54 -0.16 0.52
H 2.806 1.314 5.836 0.20 0.02 0.31 0.27
H -5.387 3.364 1.455 0.37 0.03 0.02 0.37
N -2.303 1.133 0.986 -0.37 -0.57 0.60 1.03
H -4.766 -1.362 -4.440 0.23 -0.31 -0.41 0.46
Pr -0.324 -0.129 0.324 0.99 0.83 0.78 0.90
H 1.859 2.985 -3.781 0.59 -0.71 0.09 0.42
N -2.002 -3.233 -5.043 -1.07 -0.27 1.95 -0.37
H 2.116 2.178 3.771 0.33 -0.08 -0.08 0.50
Br 1.235 4.918 0.307 -0.82 0.11 0.28 -0.14
H 1.589 2.422 2.179 0.50 0.63 0.35 -0.55
C -2.099 2.485 1.085 -0.94 0.10 -0.97 0.62
N 2.801 0.725 5.017 -1.19 -0.17 -0.42 -0.54
H 4.452 0.817 0.828 -0.46 0.06 0.30 0.61
C -3.208 -2.874 -4.493 0.94 1.14 -1.89 0.47
H -0.831 0.218 -2.664 0.17 0.02 -0.22 -0.01
C 0.011 -4.500 -0.336 -0.78 0.00 0.06 -1.19
Cl -2.367 0.039 6.426 0.17 0.15 -0.55 -0.16
H 3.875 -0.771 -5.141 0.06 -0.17 -0.50 0.20
C -1.526 -2.464 -5.968 -0.50 0.99 -1.65 -0.12
H -1.886 -2.654 6.232 0.43 -0.16 0.10 0.49
H -1.912 2.508 -2.228 0.19 -0.01 0.17 0.21
C -1.333 -2.674 -1.954 1.62 0.36 1.71 -0.34
C -1.673 -0.349 3.760 0.21 -1.19 0.59 -0.39
H -3.641 -0.013 -6.340 -0.19 -0.54 0.13 0.49
C -1.234 -4.826 -0.914 0.84 0.74 -0.24 -0.63
C -1.809 -0.876 5.072 -0.35 -0.50 -0.85 -0.21
H 2.761 1.226 0.643 -0.43 0.40 -0.31 -0.26
C -3.527 0.605 1.164 0.90 0.36 0.51 -0.47
N 1.791 0.672 -1.255 0.13 1.57 -1.17 0.45
C 2.318 -0.384 -3.389 0.07 0.12 0.22 -1.48
H 4.562 2.713 4.350 0.23 -0.25 -0.74 0.36
C -1.668 5.237 0.696 -0.81 0.83 -0.02 -0.43
N -1.272 -1.153 2.746 -0.41 0.04 -0.16 0.47
C -4.649 1.370 1.424 -0.76 1.00 -0.16 -1.32
S 2.541 2.147 -6.588 -0.25 -1.30 1.24 -0.23
H 1.506 -1.435 2.842 0.39 0.68 -0.39 0.32
C 2.736 0.839 -5.559 0.05 1.58 -0.20 0.19
H -3.610 -0.465 1.255 0.22 -0.37 -0.44 0.62
C 2.147 -0.355 -2.014 -0.07 -1.65 0.63 0.08
C -3.225 3.341 1.125 0.65 0.77 0.19 0.45
C 2.329 0.826 -4.095 -0.27 0.59 0.56 0.55
C -0.567 4.369 0.674 0.05 -2.58 0.56 -0.24
C 4.587 1.865 3.628 -0.69 -0.60 0.78 -1.36
C -3.773 -3.785 -3.533 -0.14 -1.66 2.26 -0.76
C -0.767 2.980 0.954 0.99 0.84 0.24 -0.63
H -4.828 -4.071 -3.712 0.82 -0.13 0.07 0.48
H 2.418 -0.193 5.290 0.48 0.73 -0.06 0.22
H 1.506 -2.927 -0.274 0.11 0.27 0.48 0.35
H -0.689 -3.070 2.107 -0.44 0.44 0.41 0.25
C 3.499 0.975 1.372 1.23 0.07 1.97 -0.30
Br -4.455 5.900 1.030 0.61 0.04 -0.06 -0.13
H 4.898 0.344 5.155 -0.90 0.31 -1.04 0.33
C -2.317 1.502 -2.318 0.54 0.08 -0.71 -0.84
```
Forces are in eV/Å.

orbital gap (alpha / beta)	6.39 / 6.57	eV
<S²>	2.0018
2S+1	3
total charge	+3